1.
72
Properties=species:S:1:pos:R:3:forces:R:3 method="wB97M-V/def2-TZVPD" multiplicity=1 charge=-1 lumo_ev=1.788
C -2.7287 -0.4180 4.6280 0.07 -0.65 0.11
C -3.2860 -1.3242 3.4060 -0.22 2.18 -0.35
O -2.2465 -2.0198 2.6976 -1.23 -0.54 1.06
C -2.3567 -3.4671 2.8235 0.01 -1.34 1.44
Nb -3.0761 -4.5302 0.9354 2.79 0.28 -2.30
C -1.5998 -6.2501 1.3678 0.46 -0.24 -0.21
C -3.8149 -5.6999 -0.8738 -0.26 -0.30 -0.85
C -1.5908 -3.4785 -0.4234 0.57 -0.44 -0.42
C -0.1555 -3.1916 0.2198 -0.08 1.49 -1.13
C 0.5495 -2.0647 -0.7155 0.74 -1.49 0.33
I -0.3746 -0.0781 -0.4332 0.41 -0.93 -0.23
C -4.5123 -2.7915 0.6022 -1.86 1.43 -0.59
C -5.5643 -2.9840 -0.5549 2.43 0.26 -2.16
O -5.3308 -3.0436 -1.7665 -0.79 0.28 4.03
I -7.6905 -3.1091 0.0430 0.23 -0.02 0.02
C -4.6601 -5.6611 2.1826 -1.07 -1.14 -0.15
F -5.0467 -6.8690 1.4879 0.20 1.62 1.71
F -5.8779 -4.9348 2.3520 1.59 -1.54 0.45
F -4.2062 -6.1045 3.4617 -1.34 0.57 -1.57
H -1.5982 -0.2803 4.5777 -1.49 -0.24 -0.22
H -3.2067 0.6230 4.6266 0.54 -1.58 0.07
H -2.9431 -0.9606 5.6075 0.24 0.91 -1.11
H -4.1519 -1.9728 3.7480 1.25 0.47 -0.37
H -3.7357 -0.5674 2.6628 0.56 -1.16 0.91
H -1.3146 -3.8973 3.0686 -1.33 0.68 -0.32
H -3.0295 -3.8036 3.6939 1.04 0.81 -0.82
H -2.0172 -6.9524 2.1637 0.67 0.77 -0.99
H -0.5715 -5.8606 1.6807 -1.29 -0.49 -0.13
H -1.4261 -6.8284 0.3877 -0.34 0.70 1.46
H -3.5537 -5.0755 -1.8073 -0.41 -0.61 1.38
H -4.9338 -5.8877 -0.9134 1.37 -0.13 -0.05
H -3.1916 -6.6610 -0.9831 -1.23 1.16 0.26
H -2.0788 -2.5366 -0.8558 0.83 -1.12 0.68
H -1.4188 -4.1699 -1.3266 -0.19 0.89 1.17
H 0.4958 -4.1311 0.2086 -0.87 1.28 0.01
H -0.1770 -2.7415 1.2609 -0.16 -0.78 -1.13
H 0.4694 -2.3935 -1.8101 0.03 0.86 1.56
H 1.6420 -1.9157 -0.4259 -1.44 -0.06 -0.47
H -5.0188 -2.5648 1.5932 0.31 -0.34 -1.31
H -3.9009 -1.8549 0.3302 -0.71 -1.45 0.23
C -0.1767 4.2490 -0.0341 -0.11 -0.08 0.14
O 0.7154 4.1060 1.0621 0.17 0.14 -0.35
C 2.0075 3.6647 0.6554 -0.05 0.20 0.46
C 3.0010 4.8197 0.6162 -0.07 -0.26 -0.47
O 2.6701 5.7539 -0.4121 -0.17 0.08 0.38
C 2.0221 6.9093 0.0997 0.06 0.01 -0.17
H -1.0519 4.8047 0.3075 0.09 -0.07 0.08
H 0.2794 4.7949 -0.8641 0.03 -0.03 0.01
H -0.4999 3.2617 -0.3770 -0.02 0.03 -0.13
H 1.9590 3.1567 -0.3139 0.01 0.08 0.03
H 2.3446 2.9366 1.3995 0.03 -0.02 -0.05
H 3.9932 4.4219 0.3786 0.01 -0.03 0.04
H 3.0632 5.3171 1.5899 -0.09 -0.03 -0.04
H 2.7523 7.5516 0.6026 -0.06 0.06 0.08
H 1.2184 6.6522 0.7937 0.04 -0.04 0.01
H 1.5925 7.4584 -0.7399 0.09 -0.08 -0.01
C 4.6842 1.8374 -3.8814 -0.15 0.03 -0.11
O 3.9745 3.0670 -3.9098 0.34 -0.13 0.22
C 3.9707 3.7220 -2.6426 -0.15 0.42 -0.45
C 4.9863 4.8607 -2.6053 0.05 -0.39 0.49
O 6.3228 4.3641 -2.6796 -0.10 0.03 -0.39
C 6.8787 4.5004 -3.9785 0.08 -0.05 0.19
H 4.8496 1.5149 -4.9111 -0.09 0.07 0.04
H 5.6545 1.9373 -3.3880 -0.03 0.02 0.03
H 4.0869 1.0777 -3.3676 0.09 -0.08 0.04
H 4.1535 3.0066 -1.8327 0.10 0.04 -0.05
H 2.9697 4.1393 -2.5019 0.06 0.03 0.06
H 4.8931 5.3836 -1.6494 -0.08 0.01 -0.07
H 4.7934 5.5848 -3.4040 -0.03 -0.11 -0.02
H 7.1397 5.5478 -4.1621 -0.01 0.01 -0.13
H 6.1932 4.1506 -4.7543 -0.03 0.03 0.02
H 7.7888 3.8998 -4.0239 -0.04 0.05 0.09

=====

2.
65
Properties=species:S:1:pos:R:3:forces:R:3 method="wB97M-V/def2-TZVPD" multiplicity=1 lumo_ev=-0.620
C -1.1737 1.1765 0.5109 0.03 -0.61 0.68
C -2.4042 0.1902 0.0124 0.36 0.33 1.52
O -2.3538 -0.1633 -1.4152 2.42 -0.67 1.19
Si -0.8457 -0.9524 -1.8573 -1.81 -0.51 -1.22
O -1.0001 -2.6469 -2.3072 1.32 1.00 2.82
Si -0.3209 -3.7187 -1.0892 0.20 1.10 -1.54
C 1.5328 -3.3747 -0.6846 6.22 1.50 1.46
C 2.6264 -2.7141 -1.6935 0.57 -1.18 3.57
C 4.1325 -2.4880 -1.1952 -0.81 -0.20 -0.05
N 4.8006 -2.7364 0.1121 -7.74 -1.44 -1.83
C 3.7563 -3.3090 1.0059 -0.70 -0.17 -0.38
C 2.2162 -3.6785 0.7613 1.60 1.58 -3.04
H -0.7677 1.8732 -0.3474 -0.90 -1.41 1.76
H -1.5502 1.8144 1.4321 0.73 -1.16 -2.04
H -0.3087 0.4814 0.9410 -1.68 1.72 -1.11
H -3.4162 0.7280 0.3135 1.95 -1.33 -1.16
H -2.3013 -0.8011 0.6332 -0.45 1.86 -0.99
H -0.3213 -0.2554 -3.0559 -0.34 -0.16 0.07
H 0.2026 -0.8428 -0.8363 -0.28 -0.15 0.36
H -0.4099 -5.0918 -1.5763 -0.08 -0.13 -0.21
H -1.0709 -3.5984 0.1553 -0.13 0.16 0.32
H 2.3080 -2.4088 -2.7866 0.90 -0.66 2.48
H 4.8722 -2.0334 -2.0182 -1.83 -1.09 2.03
H 4.1582 -3.5310 2.1106 -0.98 0.52 -2.72
H 1.5760 -4.1647 1.6229 1.62 1.17 -1.86
C 8.3334 -0.1004 4.3021 0.10 -0.19 -0.03
C 7.9082 0.7532 3.1171 0.05 0.18 0.05
C 6.7811 1.7319 3.4537 -0.06 0.07 -0.15
C 5.4606 1.0839 3.8870 0.04 -0.08 0.12
C 4.8509 0.1083 2.8772 -0.04 0.06 0.12
C 4.4804 0.7659 1.5570 -0.07 -0.14 -0.20
H 7.5154 -0.7333 4.6586 0.09 0.06 0.01
H 9.1601 -0.7581 4.0157 -0.08 0.04 0.12
H 8.6716 0.5275 5.1324 -0.06 -0.08 -0.03
H 7.6209 0.1068 2.2831 -0.04 0.04 0.00
H 8.7769 1.3280 2.7732 -0.12 -0.05 -0.02
H 6.6031 2.3752 2.5835 -0.01 -0.05 0.09
H 7.1178 2.4000 4.2562 -0.01 -0.06 -0.06
H 4.7353 1.8813 4.0931 0.05 -0.07 -0.03
H 5.6069 0.5589 4.8385 0.01 0.07 -0.06
H 3.9450 -0.3261 3.3167 0.10 0.00 0.00
H 5.5327 -0.7287 2.6922 -0.02 0.05 0.02
H 3.7609 1.5760 1.7133 0.09 -0.01 -0.02
H 4.0226 0.0313 0.8865 0.05 0.13 0.02
H 5.3576 1.1758 1.0484 -0.09 -0.01 0.03
C -9.1619 2.5504 -2.8872 -0.15 -0.05 -0.15
C -8.5050 1.4634 -2.0502 0.01 0.09 0.19
C -7.1244 1.8609 -1.5234 0.09 -0.13 0.06
C -6.0679 2.1345 -2.6007 -0.07 0.10 -0.09
C -5.8061 0.9759 -3.5663 0.04 0.09 0.02
C -5.2641 -0.2671 -2.8780 0.06 -0.11 -0.04
H -8.5789 2.7774 -3.7846 -0.07 0.02 0.09
H -10.1562 2.2275 -3.2114 0.09 0.12 0.00
H -9.2768 3.4717 -2.3075 0.03 -0.04 -0.08
H -8.4443 0.5388 -2.6311 0.06 0.00 0.03
H -9.1543 1.2442 -1.1935 0.10 -0.03 -0.08
H -6.7644 1.0721 -0.8519 0.00 0.07 -0.06
H -7.2257 2.7598 -0.9025 -0.02 -0.06 -0.05
H -5.1272 2.4014 -2.1025 -0.06 -0.05 -0.05
H -6.3599 3.0172 -3.1820 0.01 -0.05 0.08
H -5.0765 1.3058 -4.3155 -0.11 0.00 0.05
H -6.7177 0.7225 -4.1180 0.01 0.09 0.02
H -4.3255 -0.0476 -2.3591 -0.23 -0.09 -0.10
H -5.0671 -1.0504 -3.6172 0.01 0.02 0.14
H -5.9749 -0.6701 -2.1511 0.04 0.00 -0.04

=====

3.
75
Properties=species:S:1:pos:R:3:forces:R:3 method="wB97M-V/def2-TZVPD" multiplicity=1 charge=+1 lumo_ev=-3.370
C 2.0224 5.8908 0.7678 -0.29 -0.06 -0.24
C 1.0469 4.6744 0.5389 0.39 -1.36 0.20
Cl -0.6910 5.0925 0.1739 2.39 -0.40 0.47
C 1.4357 3.3301 0.5815 -0.63 1.91 0.30
Cl 0.1702 2.0674 0.2771 1.73 1.01 0.25
C 2.9467 2.8877 0.8463 -1.88 0.26 0.97
C 3.0740 1.5643 1.7240 -0.18 -0.18 0.85
O 4.3566 0.8900 1.6144 -0.49 0.51 -0.97
C 4.7599 0.7431 0.2420 -0.60 1.51 -0.42
C 4.9629 2.2414 -0.3266 1.11 -1.54 0.39
N 3.5788 2.7777 -0.5253 0.59 0.48 0.55
H 1.4706 6.7653 1.2366 0.60 -1.16 -0.76
H 2.4606 6.2099 -0.2348 -0.71 -0.22 1.24
H 2.8924 5.6563 1.4521 -1.11 0.03 -0.72
H 3.5299 3.6973 1.3946 -0.91 -0.94 -0.92
H 2.2043 0.8381 1.5920 1.17 0.91 -0.34
H 3.0105 1.9016 2.8128 0.08 -0.36 -1.49
H 5.7064 0.1381 0.1251 -1.26 0.64 0.45
H 3.8775 0.3121 -0.3354 1.24 -0.01 0.41
H 5.5687 2.2707 -1.2777 -0.82 0.08 1.00
H 5.4305 2.8691 0.5022 -0.43 -0.80 -1.29
H 2.9855 2.2031 -1.1441 0.34 0.18 0.15
H 3.6379 3.7387 -0.8944 -0.31 -0.48 -0.13
O -5.5719 0.5373 -5.5947 3.25 0.74 -2.93
P -4.3587 1.1992 -4.9361 -3.97 0.30 7.89
O -4.0935 0.0328 -3.7874 0.42 0.05 -0.85
C -3.4846 -1.1851 -4.2019 0.19 -0.33 0.08
C -1.9933 -1.0097 -4.4261 0.09 0.07 -0.11
O -5.2514 2.2875 -4.0570 0.86 0.25 -0.86
C -6.4941 2.7880 -4.5486 -0.57 -0.04 0.14
C -7.6452 2.0754 -3.8641 -0.05 -0.11 0.15
O -2.9491 2.0123 -4.4179 0.00 -1.23 -3.38
C -2.8612 2.8213 -3.2476 -0.02 0.75 0.47
C -3.0943 2.0870 -1.9416 -0.31 -0.24 0.02
H -3.9720 -1.5628 -5.1057 -0.04 0.00 0.06
H -3.6514 -1.9146 -3.4062 -0.12 0.14 0.00
H -1.8019 -0.3428 -5.2718 0.04 -0.06 0.01
H -1.5169 -1.9703 -4.6331 -0.05 0.02 -0.01
H -1.5195 -0.5610 -3.5500 -0.06 -0.06 -0.01
H -6.5551 2.7038 -5.6350 0.02 -0.15 0.12
H -6.5344 3.8548 -4.3097 0.18 -0.06 0.05
H -7.5581 0.9905 -3.9508 0.04 0.09 -0.21
H -8.6029 2.3845 -4.2879 0.04 0.01 0.03
H -7.6472 2.3022 -2.7948 -0.02 0.08 -0.08
H -3.5111 3.6927 -3.3386 -0.11 -0.17 0.02
H -1.8383 3.2112 -3.2379 0.05 -0.19 -0.32
H -4.1314 1.7688 -1.8336 0.07 0.01 -0.06
H -2.8621 2.7421 -1.0957 0.07 0.08 -0.16
H -2.4669 1.1964 -1.8741 0.03 0.05 -0.02
O 2.0537 -4.7197 5.4734 4.37 -0.16 -0.76
P 2.3899 -4.3506 4.0263 -8.50 0.98 -2.17
O 1.6904 -2.8463 4.0372 0.87 -0.06 0.19
C 2.3799 -1.7951 4.7009 0.06 0.29 0.06
C 3.5470 -1.2917 3.8703 0.07 -0.06 0.02
O 1.1615 -5.2459 3.3621 1.25 -0.09 -0.18
C 0.7040 -6.4459 3.9854 -0.50 -0.22 0.28
C -0.5890 -6.1796 4.7327 -0.14 0.13 0.02
O 2.9654 -4.0565 2.4455 2.49 -0.45 2.64
C 2.1722 -4.1334 1.2624 -0.35 -0.38 -0.75
C 1.0321 -3.1360 1.1887 -0.23 0.00 0.31
H 2.7183 -2.1271 5.6871 -0.07 0.02 0.00
H 1.6621 -0.9852 4.8526 -0.09 -0.16 -0.01
H 4.3163 -2.0627 3.7714 0.02 0.09 -0.01
H 4.0014 -0.4120 4.3321 0.00 -0.04 0.02
H 3.2214 -1.0331 2.8611 -0.01 -0.05 0.09
H 1.4681 -6.8713 4.6383 -0.08 0.17 0.02
H 0.5208 -7.1768 3.1925 0.08 0.16 -0.09
H -0.4878 -5.3475 5.4324 0.18 -0.14 0.03
H -0.9095 -7.0647 5.2858 0.01 0.03 -0.05
H -1.3797 -5.9010 4.0314 0.04 -0.11 0.00
H 1.8220 -5.1543 1.1060 -0.09 0.10 0.16
H 2.8588 -3.9231 0.4366 0.26 0.02 0.28
H 0.2502 -3.3579 1.9154 0.09 0.01 -0.01
H 0.5746 -3.1629 0.1950 0.18 -0.09 0.01
H 1.3847 -2.1207 1.3825 0.04 -0.02 -0.04

=====

Number 1: E_HOMO -4.94 eV, energy -2151.63686 Eh. Number 2: E_HOMO -9.16 eV, energy -1532.61826 Eh. Number 3: E_HOMO -11.57 eV, energy -3083.77392 Eh.